Record 1
ORCA calculation (ωB97M-V/def2-TZVPD) on the ion C5H12NSe with charge +1.

Summary:
max |F|	4.60	eV/A
relative energy (zero: lowest compared OMol25 entry of this formula, charge and spin)	10.6	kcal/mol
DFT total energy	-2653.584734	Eh
charge	+1
HOMO level	-12.7	eV
orbital gap	9.300	eV
SMILES string	C[Se][C@@H]1CCC[NH2+]1

Bonds (Å) are listed after each position.
Positions of all 19 atoms, in Å:
1 C 2.556 -1.411 1.502  Se2 1.927, H8 1.086, H9 1.147, H10 1.011
2 Se 1.179 -1.423 0.154  C1 1.927, C3 2.061
3 C -0.010 0.224 0.503  Se2 2.061, C4 1.502, N7 1.438, H11 1.010
4 C -1.433 -0.239 0.370  C3 1.502, C5 1.473, H12 1.180, H13 1.121
5 C -1.963 0.341 -0.877  C4 1.473, C6 1.567, H14 1.052, H15 1.147
6 C -0.630 0.676 -1.630  C5 1.567, N7 1.436, H16 1.138, H17 1.078
7 N 0.175 1.182 -0.553  C3 1.438, C6 1.436, H18 1.013, H19 1.069
8 H 2.757 -0.387 1.800  C1 1.086
9 H 2.248 -2.153 2.321  C1 1.147
10 H 3.343 -1.743 0.960  C1 1.011
11 H 0.201 0.469 1.460  C3 1.010
12 H -2.013 0.216 1.291  C4 1.180
13 H -1.495 -1.355 0.465  C4 1.121
14 H -2.526 -0.152 -1.616  C5 1.052
15 H -2.535 1.320 -0.707  C5 1.147
16 H -0.228 -0.361 -1.869  C6 1.138
17 H -0.520 1.421 -2.402  C6 1.078
18 H 1.092 1.257 -0.976  N7 1.013
19 H -0.198 2.118 -0.195  N7 1.069


Record 2
ORCA calculation (ωB97M-V/def2-TZVPD) on a cluster of 2 separate species, C5H12O in total.

Summary:
max |F|	0.54	eV/A
relative energy (zero: lowest compared OMol25 entry of this formula, charge and spin)	31.1	kcal/mol
DFT total energy	-272.899173	Eh
HOMO level	-10.0	eV
orbital gap	11.068	eV
SMILES string	C=CCC.CO

Bonds (Å) are listed after each position.
Positions of all 18 atoms, in Å:
1 C -0.550 1.040 1.510  C2 1.335, H5 1.085, H6 1.087
2 C 0.338 0.043 1.520  C1 1.335, C3 1.502, H7 1.089
3 C 1.573 -0.038 0.667  C2 1.502, C4 1.534, H8 1.097, H9 1.098
4 C 1.730 -1.423 0.027  C3 1.534, H10 1.096, H11 1.096, H12 1.097
5 H -1.435 1.036 2.138  C1 1.085
6 H -0.425 1.889 0.843  C1 1.087
7 H 0.156 -0.826 2.151  C2 1.089
8 H 1.554 0.746 -0.100  C3 1.097
9 H 2.439 0.184 1.305  C3 1.098
10 H 1.757 -2.199 0.800  C4 1.096
11 H 2.653 -1.507 -0.558  C4 1.096
12 H 0.888 -1.652 -0.638  C4 1.097
13 C -1.743 0.631 -1.923  O14 1.407, H15 1.105, H16 1.103, H17 1.094
14 O -2.357 -0.249 -1.013  C13 1.407, H18 0.961
15 H -1.171 0.096 -2.702  C13 1.105
16 H -1.065 1.331 -1.406  C13 1.103
17 H -2.567 1.192 -2.374  C13 1.094
18 H -1.777 -0.296 -0.248  O14 0.961


Record 3
ORCA calculation (ωB97M-V/def2-TZVPD) on a cluster of 2 separate species, C5H12O in total.

Summary:
max |F|	4.40	eV/A
relative energy (zero: lowest compared OMol25 entry of this formula, charge and spin)	43.2	kcal/mol
DFT total energy	-272.879829	Eh
HOMO level	-9.6	eV
orbital gap	10.441	eV
SMILES string	C=CCCC.O

Bonds (Å) are listed after each position.
Positions of all 18 atoms, in Å:
1 C 1.737 -0.973 -1.121  C2 1.343, H6 1.089, H7 1.073
2 C 1.280 -1.352 0.084  C1 1.343, C3 1.522, H8 1.104
3 C -0.161 -1.612 0.501  C2 1.522, C4 1.543, H9 1.103, H10 1.104
4 C -0.533 -1.119 1.915  C3 1.543, C5 1.513, H11 1.116, H12 1.140
5 C -1.925 -0.555 2.101  C4 1.513, H13 1.101, H14 1.111, H15 1.089
6 H 1.042 -1.136 -1.944  C1 1.089
7 H 2.766 -0.861 -1.400  C1 1.073
8 H 1.926 -1.187 0.964  C2 1.104
9 H -0.306 -2.674 0.763  C3 1.103
10 H -0.748 -1.260 -0.365  C3 1.104
11 H -0.162 -1.721 2.777  C4 1.116
12 H 0.128 -0.196 2.014  C4 1.140
13 H -1.889 0.069 3.007  C5 1.101
14 H -2.623 -1.418 2.072  C5 1.111
15 H -2.182 0.074 1.249  C5 1.089
16 O 0.314 5.640 -4.218  H17 0.972, H18 0.964
17 H 0.220 4.834 -3.683  O16 0.972
18 H 1.116 5.447 -4.717  O16 0.964


Record 4
ORCA calculation (ωB97M-V/def2-TZVPD) on an isolated molecule of C5H12O.

Summary:
max |F|	0.96	eV/A
relative energy (zero: lowest compared OMol25 entry of this formula, charge and spin)	102.3	kcal/mol
DFT total energy	-272.785563	Eh
HOMO level	-6.5	eV
orbital gap	7.206	eV

Bonds (Å) are listed after each position.
Positions of all 18 atoms, in Å:
1 C 2.178 -0.116 -0.521  C2 1.528, H7 1.093, H8 1.100, H9 1.095
2 C 0.966 -1.019 -0.749  C1 1.528, O6 1.494, H10 1.098, H11 1.085
3 C -0.479 0.219 0.539  C4 1.496, C5 1.488, O6 1.644
4 C -1.659 -0.614 0.927  C3 1.496, H12 1.095, H13 1.103, H14 1.113
5 C -0.752 1.680 0.474  C3 1.488, H15 1.097, H16 1.106, H17 1.099
6 O -0.258 -0.211 -1.032  C2 1.494, C3 1.644, H18 0.991
7 H 2.101 0.772 -1.154  C1 1.093
8 H 3.090 -0.652 -0.821  C1 1.100
9 H 2.283 0.213 0.518  C1 1.095
10 H 0.813 -1.675 0.119  C2 1.098
11 H 1.089 -1.602 -1.656  C2 1.085
12 H -1.833 -0.408 1.988  C4 1.095
13 H -1.472 -1.699 0.854  C4 1.103
14 H -2.607 -0.395 0.388  C4 1.113
15 H -0.833 1.995 1.522  C5 1.097
16 H -1.677 1.982 -0.052  C5 1.106
17 H 0.091 2.235 0.040  C5 1.099
18 H -1.040 -0.708 -1.383  O6 0.991